Entry 1:
{
  "formula": "C2H4NO3",
  "method": "the ωB97M-V functional and the def2-TZVPD basis",
  "e_above_lowest_kj_mol": 175.7,
  "charge": 1,
  "max_force_ev_per_a": 4.9,
  "e_tot_ev": -9756.725,
  "species": ["C", "C", "N", "O", "O", "O", "H", "H", "H", "H"],
  "coordinates": [[0.42604, 0.36735, -0.11586], [-0.74041, -1.31596, 1.02958], [0.60466, 1.76279, -1.63072], [0.60525, 2.81668, -1.17185], [0.82333, 1.08406, -2.56467], [-0.54826, -0.42314, 0.01002], [1.24865, 0.44751, 0.65564], [0.02697, -1.23603, 1.79686], [-0.73497, -2.34825, 0.60284], [-1.71127, -1.15500, 1.38815]],
  "mulliken_charge": [0.22, -0.54, 0.83, -0.28, -0.29, -0.13, 0.31, 0.36, 0.26, 0.25]
}



Entry 2:
{
  "formula": "C14H26AlIOP2",
  "method": "the ωB97M-V functional and the def2-TZVPD basis",
  "e_above_lowest_kj_mol": 458.9,
  "charge": 2,
  "max_force_ev_per_a": 4.8,
  "e_tot_ev": -50241.144,
  "species": ["C", "I", "H", "H", "H", "Al", "P", "C", "C", "H", "H", "H", "H", "H", "H", "C", "H", "H", "H", "P", "C", "C", "H", "H", "H", "C", "H", "H", "H", "H", "H", "H", "C", "O", "C", "C", "C", "C", "C", "C", "H", "H", "H", "H", "H"],
  "coordinates": [[-0.46726, 0.31452, -2.88626], [1.64691, 0.47082, 1.74781], [0.34630, 0.40829, -3.65540], [-1.16825, 1.17573, -2.96970], [-1.02570, -0.63530, -3.04269], [0.26805, 0.21889, -0.99838], [0.49434, 2.65687, -0.87615], [-0.93163, 3.51549, -0.11410], [1.92659, 3.31026, 0.05229], [2.12768, 4.34830, -0.24653], [0.89389, 4.53720, -2.37866], [2.79886, 2.68500, -0.15996], [1.50888, 2.99122, -3.06024], [-1.05430, 3.19708, 0.93188], [1.71802, 3.25199, 1.13210], [0.67637, 3.46166, -2.51195], [-0.76626, 4.60143, -0.13311], [-0.24378, 3.33647, -3.10618], [-1.85186, 3.27605, -0.66038], [0.42684, -2.07787, -0.82873], [-1.00834, -2.96188, -0.18236], [0.65275, -2.87445, -2.48084], [2.82815, -2.04261, -0.26258], [2.16131, -3.72897, -0.27795], [1.87365, -2.60502, 1.11838], [1.96620, -2.67833, 0.03182], [1.46202, -2.37347, -3.03988], [0.91177, -3.94240, -2.33675], [-0.86027, -4.03328, -0.18843], [-1.89951, -2.74039, -0.75560], [-0.28458, -2.78399, -3.06369], [-1.23905, -2.71296, 0.85482], [-1.37847, -0.18110, -0.01440], [-2.57481, 0.12062, -0.32976], [-1.10402, -1.02661, 4.25496], [-0.33854, -2.05357, 3.61846], [-0.11604, -2.00366, 2.26162], [-0.86223, -0.46769, 1.32959], [-1.25152, 0.46913, 2.26841], [-1.49559, 0.14927, 3.61351], [-1.38199, -1.08716, 5.28351], [0.05760, -2.81452, 4.30735], [0.37221, -2.99973, 1.96273], [-1.53790, 1.48249, 1.85070], [-2.27649, 0.84616, 3.94070]],
  "mulliken_charge": [-1.22, 0.21, 0.33, 0.37, 0.42, 0.11, 0.91, -1.20, -1.43, 0.47, 0.48, 0.40, 0.37, 0.29, 0.35, -1.29, 0.47, 0.37, 0.38, 1.32, -1.38, -1.31, 0.37, 0.43, 0.43, -1.40, 0.40, 0.50, 0.51, 0.42, 0.40, 0.47, 0.02, -0.51, -0.38, -1.24, 0.01, -0.38, 1.15, -0.83, 0.48, 0.47, 0.71, 0.18, 0.40]
}



Entry 3:
{
  "formula": "C10H12CaF6N3O11S2",
  "method": "the ωB97M-V functional and the def2-TZVPD basis",
  "charge": -1,
  "max_force_ev_per_a": 5.8,
  "e_tot_ev": -93964.956,
  "species": ["Ca", "C", "F", "F", "F", "S", "O", "O", "N", "S", "O", "O", "C", "F", "F", "F", "O", "H", "N", "O", "O", "O", "C", "C", "C", "O", "C", "O", "O", "H", "H", "H", "H", "H", "H", "N", "C", "C", "C", "C", "H", "H", "H", "H", "H"],
  "coordinates": [[2.02413, 0.49153, -1.30686], [-2.57111, -1.88161, -1.07246], [-3.73070, -2.49859, -1.28736], [-2.95017, -1.01067, -0.12915], [-1.63383, -2.64180, -0.54924], [-1.95297, -0.82489, -2.61551], [-0.91635, -1.67793, -3.20855], [-3.13956, -0.68847, -3.43404], [-1.17198, 0.65921, -1.97031], [-2.17119, 1.86295, -2.39634], [-2.15353, 2.44454, -3.76456], [-3.47072, 1.58887, -1.82862], [-1.36165, 3.36819, -1.53915], [-0.31828, 3.79625, -2.29848], [-2.24735, 4.35532, -1.41232], [-0.78105, 2.99954, -0.35474], [3.19993, 3.03672, 0.16006], [2.42152, 3.33992, 0.66669], [3.38067, 2.80480, -5.10143], [3.10709, 2.89888, -6.30759], [4.19534, 3.58851, -4.55554], [2.95662, 1.87092, -4.49670], [-4.01626, 0.29388, 4.64882], [-2.49347, 0.24275, 4.99771], [-1.88062, -1.11629, 5.37533], [-0.80192, -1.27274, 4.52003], [-0.84833, -0.30651, 3.58163], [-0.06812, -0.20013, 2.68809], [-1.82789, 0.63007, 3.87721], [-4.44093, -0.63626, 4.27121], [-4.48671, 1.06269, 4.03586], [-4.54460, 0.38188, 5.59814], [-2.23466, 0.92162, 5.81026], [-2.49229, -1.98387, 5.12783], [-1.65239, -1.12411, 6.44114], [4.27533, -2.31767, -2.30914], [3.35337, -3.14293, -1.74306], [3.39389, -2.96407, -0.35312], [4.46863, -2.05889, -0.14567], [4.97690, -1.66065, -1.36368], [4.46756, -2.36149, -3.29970], [2.69103, -3.71977, -2.37153], [2.80266, -3.60127, 0.28783], [4.87458, -1.92938, 0.84672], [5.76937, -1.01907, -1.71969]],
  "mulliken_charge": [1.57, 0.66, -0.23, -0.27, -0.20, 0.91, -0.65, -0.56, -0.28, 0.92, -0.61, -0.59, 0.54, -0.20, -0.20, -0.20, -0.90, 0.18, 0.92, -0.62, -0.65, -0.62, -1.40, 0.47, -0.48, -0.31, 0.60, -0.51, -0.31, 0.34, 0.34, 0.38, 0.30, 0.29, 0.30, 0.10, -0.29, -0.25, -0.40, -0.87, 0.21, 0.38, 0.39, 0.38, 0.41]
}